No. 1
Density functional theory data (wB97M-V/def2-TZVPD) for a molecular structure, C40H57Br4N2O11P2Ta.

* ΔE to the lowest compared entry with this formula, charge and spin: 123.9 kJ/mol
* LUMO level: -1.587 eV
* spin multiplicity: 1

Atoms and positions in Å:
Ta: 2.06 -0.98 0.79
C: -6.66 -0.42 -1.10
C: -5.80 0.85 -1.14
C: -5.49 1.19 -2.58
C: -6.58 2.03 -0.53
C: -4.53 0.61 -0.32
C: -3.27 0.63 -0.79
C: -2.12 0.34 0.08
N: -0.85 0.40 -0.21
C: -0.27 0.88 -1.39
C: -0.78 1.94 -2.18
C: -0.20 2.28 -3.39
C: 0.91 1.55 -3.80
C: 1.51 0.56 -3.05
C: 0.93 0.22 -1.81
O: 1.46 -0.76 -1.09
C: 2.76 -0.16 -3.57
C: 3.95 0.05 -2.63
C: 3.18 0.36 -4.95
C: 2.44 -1.66 -3.71
C: -0.71 3.38 -4.33
C: 0.34 4.50 -4.40
C: -0.92 2.79 -5.74
C: -2.03 3.97 -3.87
C: -2.43 -0.22 1.44
O: -1.55 -0.76 2.09
C: -3.83 -0.09 1.95
C: -4.76 0.32 1.08
C: -4.19 -0.52 3.36
C: -3.33 0.26 4.38
C: -5.65 -0.21 3.70
C: -4.00 -2.05 3.49
H: -7.55 -0.28 -1.71
H: -6.98 -0.67 -0.09
H: -6.10 -1.27 -1.50
H: -6.42 1.33 -3.14
H: -4.92 0.40 -3.08
H: -4.92 2.12 -2.64
H: -7.45 2.26 -1.16
H: -5.95 2.92 -0.48
H: -6.94 1.81 0.47
H: -3.09 0.78 -1.84
H: -1.58 2.54 -1.78
H: 1.36 1.82 -4.74
H: 4.28 1.09 -2.66
H: 4.78 -0.58 -2.96
H: 3.72 -0.22 -1.60
H: 3.43 1.42 -4.93
H: 2.42 0.18 -5.71
H: 4.08 -0.18 -5.26
H: 2.23 -2.11 -2.75
H: 3.30 -2.17 -4.15
H: 1.59 -1.81 -4.37
H: 1.31 4.12 -4.72
H: 0.46 4.98 -3.43
H: 0.02 5.27 -5.12
H: 0.02 2.54 -6.22
H: -1.44 3.52 -6.37
H: -1.53 1.88 -5.69
H: -1.94 4.44 -2.89
H: -2.78 3.19 -3.82
H: -2.36 4.73 -4.58
H: -5.78 0.38 1.43
H: -3.68 1.30 4.42
H: -2.28 0.30 4.12
H: -3.44 -0.17 5.38
H: -5.88 0.85 3.59
H: -5.83 -0.48 4.74
H: -6.35 -0.79 3.09
H: -3.10 -2.40 3.01
H: -4.84 -2.55 3.00
H: -4.00 -2.35 4.54
N: -0.29 -2.68 4.06
C: 1.20 -2.76 3.81
C: 1.83 -3.59 4.91
P: 1.60 -0.92 3.98
O: 3.09 -0.63 4.45
O: 0.68 -0.51 5.08
O: 1.36 -0.30 2.60
P: 1.38 -3.62 2.17
O: 0.07 -4.58 2.36
O: 2.55 -4.47 1.94
O: 0.96 -2.60 1.07
H: -0.40 -2.04 4.86
H: -0.68 -3.61 4.18
H: -0.78 -2.20 3.27
H: 1.77 -3.07 5.87
H: 2.87 -3.78 4.68
H: 1.32 -4.55 5.00
H: 3.05 -0.34 5.37
H: 0.24 -5.42 1.90
Br: 7.65 -4.85 2.80
C: 6.33 -3.98 1.78
C: 6.23 -4.22 0.41
Br: 7.39 -5.43 -0.44
C: 5.26 -3.55 -0.34
Br: 5.06 -3.80 -2.20
C: 4.38 -2.69 0.28
O: 3.39 -2.03 -0.32
C: 4.44 -2.50 1.66
O: 3.43 -1.74 2.12
C: 5.43 -3.10 2.40
Br: 5.55 -2.74 4.24
C: 2.84 2.51 2.15
C: 3.32 1.99 0.80
C: 4.85 1.99 0.75
C: 2.73 2.83 -0.32
O: 2.89 0.64 0.65
H: 3.17 3.53 2.30
H: 3.23 1.88 2.96
H: 1.75 2.47 2.20
H: 5.23 2.99 0.93
H: 5.19 1.65 -0.23
H: 5.24 1.31 1.50
H: 3.06 3.86 -0.22
H: 1.64 2.80 -0.29
H: 3.06 2.45 -1.30

=====

No. 2
Density functional theory data (wB97M-V/def2-TZVPD) for 7 unconnected molecules or ions with the total composition C40H57IN8O5.

* SMILES: CCCCO[C@@]1(C[C@@H](C)I)[C@H](OC#N)NC(=O)[C@@H]1OCCOCC.c1cc[nH]c1.c1cc[nH]c1.c1cc[nH]c1.c1cc[nH]c1.c1cc[nH]c1.c1cc[nH]c1
* LUMO level: -0.295 eV
* spin multiplicity: 1

Atoms and positions in Å:
C: 4.85 3.72 -0.83
C: 4.28 4.22 0.50
C: 2.86 4.78 0.33
C: 1.86 3.65 0.15
O: 0.62 4.18 -0.27
C: -0.34 3.27 -0.78
C: -1.72 3.78 -0.27
C: -2.45 5.00 -0.85
C: -1.60 6.16 -1.36
I: -4.00 4.48 -2.26
C: -0.10 3.02 -2.29
O: -1.00 3.80 -3.12
C: -1.05 3.40 -4.35
N: -1.02 3.19 -5.49
N: -0.30 1.60 -2.58
C: -0.96 1.11 -1.39
O: -1.93 0.43 -1.36
C: -0.23 1.82 -0.25
O: -0.64 1.65 1.05
C: -0.65 0.30 1.52
C: 0.74 -0.36 1.58
O: 0.81 -1.53 0.79
C: 1.59 -1.42 -0.38
C: 3.10 -1.31 -0.12
H: 4.60 2.66 -0.95
H: 5.94 3.78 -0.86
H: 4.41 4.25 -1.68
H: 4.90 5.02 0.90
H: 4.22 3.39 1.21
H: 2.80 5.40 -0.57
H: 2.56 5.42 1.16
H: 2.27 2.94 -0.58
H: 1.76 3.11 1.10
H: -2.44 2.95 -0.22
H: -1.52 4.03 0.77
H: -3.04 5.39 -0.03
H: -2.19 7.08 -1.31
H: -1.28 6.05 -2.39
H: -0.72 6.30 -0.73
H: 0.90 3.33 -2.59
H: 0.58 1.13 -2.76
H: 0.80 1.46 -0.41
H: -1.05 0.36 2.53
H: -1.34 -0.32 0.95
H: 0.94 -0.66 2.61
H: 1.51 0.36 1.31
H: 1.38 -2.32 -0.96
H: 1.25 -0.57 -1.00
H: 3.30 -1.00 0.90
H: 3.61 -2.25 -0.34
H: 3.53 -0.55 -0.77
C: -3.33 -3.48 -4.44
C: -1.92 -3.67 -4.50
C: -1.35 -2.70 -3.72
N: -2.35 -1.94 -3.19
C: -3.56 -2.40 -3.63
H: -4.08 -4.07 -4.94
H: -1.39 -4.43 -5.05
H: -0.32 -2.49 -3.49
H: -2.22 -1.15 -2.58
H: -4.48 -1.93 -3.33
C: -2.76 -8.88 -3.79
C: -4.09 -8.96 -3.29
C: -4.52 -7.68 -3.05
N: -3.50 -6.83 -3.40
C: -2.43 -7.55 -3.85
H: -2.12 -9.69 -4.08
H: -4.66 -9.86 -3.11
H: -5.45 -7.31 -2.67
H: -3.54 -5.83 -3.33
H: -1.53 -7.05 -4.17
C: -5.41 -4.51 0.89
C: -5.13 -3.50 1.85
C: -4.48 -2.48 1.20
N: -4.36 -2.84 -0.11
C: -4.92 -4.07 -0.31
H: -5.91 -5.45 1.06
H: -5.38 -3.52 2.89
H: -4.10 -1.54 1.56
H: -3.92 -2.29 -0.83
H: -4.92 -4.53 -1.29
C: -5.22 -7.56 4.54
C: -6.54 -7.65 5.06
C: -6.97 -6.38 5.32
N: -5.96 -5.52 4.98
C: -4.89 -6.23 4.50
H: -4.59 -8.37 4.23
H: -7.11 -8.56 5.22
H: -7.91 -6.01 5.71
H: -6.00 -4.52 5.06
H: -4.00 -5.73 4.17
C: 8.89 1.15 0.04
C: 7.99 0.08 0.26
C: 7.07 0.49 1.19
N: 7.39 1.78 1.54
C: 8.49 2.19 0.84
H: 9.73 1.17 -0.63
H: 8.01 -0.89 -0.21
H: 6.23 -0.01 1.63
H: 6.88 2.34 2.20
H: 8.89 3.18 0.97
C: 5.55 8.07 3.69
C: 5.75 6.71 4.05
C: 4.55 6.07 3.89
N: 3.64 6.99 3.45
C: 4.24 8.21 3.33
H: 6.29 8.85 3.70
H: 6.67 6.25 4.39
H: 4.27 5.04 4.05
H: 2.67 6.80 3.25
H: 3.69 9.07 3.00

=====

No. 3
Density functional theory data (wB97M-V/def2-TZVPD) for a molecular structure, C40H59CoN5O4P2.

* ΔE to the lowest compared entry with this formula, charge and spin: 7.6 kJ/mol
* LUMO level (spin up / spin down): -3.485 / -4.993 eV
* net charge: +1
* expectation value of S²: 6.018
* spin multiplicity: 5

Atoms and positions in Å:
Co: 0.41 -1.17 0.91
C: -1.53 -2.42 4.77
C: -1.32 -2.11 3.42
N: -0.15 -1.74 2.97
C: 0.89 -1.64 3.82
C: 0.78 -1.92 5.19
C: -0.49 -2.33 5.65
C: 1.93 -1.77 6.03
C: 3.11 -1.37 5.52
C: 3.25 -1.08 4.12
C: 4.47 -0.69 3.54
C: 4.53 -0.45 2.19
C: 3.37 -0.58 1.43
N: 2.21 -0.93 1.95
C: 2.15 -1.20 3.28
H: -2.52 -2.73 5.10
H: -2.13 -2.17 2.70
H: -0.62 -2.56 6.70
H: 1.82 -1.98 7.09
H: 3.98 -1.26 6.16
H: 5.35 -0.58 4.16
H: 5.45 -0.16 1.71
H: 3.38 -0.39 0.37
N: 0.90 -6.44 -2.46
C: 0.66 -5.85 -1.50
N: 0.33 -5.21 -0.39
C: 0.45 -4.05 0.00
N: 0.52 -2.98 0.50
C: 3.44 -2.40 -4.53
C: 2.31 -3.29 -4.01
C: 1.69 -2.75 -2.71
C: 1.74 -1.22 -2.72
C: 3.20 -0.75 -2.63
C: 4.15 -1.72 -3.36
P: 0.62 -0.42 -1.50
C: 0.89 1.40 -1.58
C: 0.94 1.97 -3.02
C: 1.69 3.30 -3.08
C: 1.44 4.12 -1.82
C: 2.04 3.42 -0.59
C: 2.08 1.89 -0.75
C: -1.11 -0.67 -2.09
C: -1.73 -1.98 -1.57
C: -3.11 -2.21 -2.18
C: -3.06 -2.31 -3.72
C: -1.73 -1.81 -4.28
C: -1.32 -0.50 -3.62
H: 3.05 -1.63 -5.20
H: 4.15 -2.98 -5.12
H: 2.67 -4.30 -3.83
H: 1.53 -3.38 -4.77
H: 2.25 -3.11 -1.84
H: 0.67 -3.12 -2.61
H: 1.34 -0.89 -3.69
H: 3.51 -0.68 -1.58
H: 3.30 0.25 -3.05
H: 4.50 -2.50 -2.66
H: 5.04 -1.18 -3.69
H: 0.00 1.80 -1.09
H: -0.08 2.11 -3.38
H: 1.41 1.27 -3.71
H: 1.39 3.85 -3.97
H: 2.77 3.12 -3.18
H: 0.36 4.24 -1.68
H: 1.85 5.12 -1.92
H: 1.44 3.67 0.29
H: 3.05 3.79 -0.41
H: 2.06 1.43 0.24
H: 3.01 1.60 -1.24
H: -1.64 0.13 -1.57
H: -1.82 -1.94 -0.49
H: -1.10 -2.84 -1.80
H: -3.76 -1.38 -1.88
H: -3.55 -3.11 -1.76
H: -3.87 -1.73 -4.16
H: -3.22 -3.35 -4.04
H: -1.81 -1.66 -5.36
H: -0.94 -2.56 -4.14
H: -2.11 0.24 -3.78
H: -0.44 -0.09 -4.11
C: -2.27 3.44 3.92
C: -2.00 1.95 3.94
C: -2.94 1.24 4.90
C: -0.55 1.65 4.28
O: -2.34 1.36 2.63
P: -1.52 1.56 1.29
O: -0.70 2.78 1.25
O: -0.72 0.24 1.06
O: -2.63 1.44 0.17
C: -3.38 2.58 -0.39
C: -3.94 3.44 0.74
C: -4.50 1.94 -1.19
C: -2.45 3.38 -1.29
H: -2.07 3.85 4.91
H: -3.31 3.64 3.67
H: -1.62 3.94 3.20
H: -2.84 1.68 5.90
H: -2.71 0.18 4.96
H: -3.97 1.36 4.58
H: -0.33 2.00 5.29
H: 0.13 2.16 3.59
H: -0.37 0.58 4.24
H: -4.52 2.82 1.43
H: -4.60 4.20 0.32
H: -3.14 3.94 1.28
H: -5.12 1.32 -0.56
H: -4.09 1.34 -2.00
H: -5.12 2.72 -1.64
H: -1.61 3.77 -0.72
H: -3.00 4.23 -1.71
H: -2.09 2.77 -2.11

=====

No. 4
Density functional theory data (wB97M-V/def2-TZVPD) for a molecular structure, C40H60Cl4GeIrN6O2P.

* ΔE to the lowest compared entry with this formula, charge and spin: 151.6 kJ/mol
* LUMO level (spin up / spin down): -5.987 / -7.775 eV
* net charge: +2
* expectation value of S²: 6.034
* spin multiplicity: 5

Atoms and positions in Å:
Ir: -0.65 -0.07 0.06
Cl: 5.40 0.40 3.52
C: 3.73 0.32 3.19
C: 2.79 0.49 4.25
Cl: 3.36 0.77 5.84
C: 1.44 0.43 4.00
Cl: 0.29 0.64 5.26
C: 0.95 0.16 2.70
O: -0.27 0.05 2.41
C: 1.92 -0.02 1.62
O: 1.46 -0.31 0.45
C: 3.29 0.08 1.90
Cl: 4.40 -0.11 0.60
N: 0.00 -1.78 -3.11
C: 0.08 -0.45 -3.27
N: 0.14 0.03 -4.50
C: 0.29 1.35 -4.61
N: 0.30 1.88 -5.82
N: 0.44 2.19 -3.56
C: 0.32 1.64 -2.38
N: 0.08 0.33 -2.15
C: 0.44 2.52 -1.20
C: 1.00 3.79 -1.33
C: 1.09 4.60 -0.21
C: 0.62 4.13 1.00
C: 0.08 2.85 1.06
N: 0.00 2.07 -0.02
H: 0.12 -2.34 -3.94
H: 0.14 -2.18 -2.20
H: 0.22 1.29 -6.63
H: 0.48 2.87 -5.94
H: 1.33 4.11 -2.31
H: 1.52 5.59 -0.29
H: 0.67 4.73 1.90
H: -0.32 2.45 1.98
C: -5.58 0.93 3.17
C: -4.55 1.98 2.71
C: -3.45 1.34 1.86
C: -4.08 0.26 0.97
C: -4.43 -0.93 1.89
C: -4.92 -0.44 3.27
P: -2.96 -0.09 -0.47
C: -3.43 1.22 -1.72
C: -4.88 1.19 -2.26
C: -5.33 2.59 -2.73
C: -4.18 3.31 -3.41
C: -3.07 3.62 -2.38
C: -3.13 2.64 -1.21
C: -3.21 -1.75 -1.31
C: -3.33 -2.92 -0.32
C: -3.06 -4.26 -1.03
C: -3.32 -4.18 -2.54
C: -4.55 -3.32 -2.79
C: -4.31 -1.85 -2.37
H: -6.41 0.88 2.45
H: -6.02 1.22 4.12
H: -4.10 2.47 3.58
H: -5.06 2.76 2.14
H: -2.70 0.86 2.50
H: -2.92 2.11 1.30
H: -5.00 0.64 0.53
H: -3.54 -1.56 2.04
H: -5.20 -1.54 1.43
H: -4.09 -0.39 3.98
H: -5.63 -1.17 3.67
H: -2.74 1.02 -2.56
H: -5.58 0.83 -1.50
H: -4.95 0.52 -3.11
H: -5.69 3.19 -1.89
H: -6.17 2.47 -3.41
H: -4.52 4.23 -3.88
H: -3.79 2.68 -4.21
H: -3.18 4.64 -2.00
H: -2.09 3.56 -2.86
H: -3.93 2.93 -0.53
H: -2.21 2.67 -0.64
H: -2.25 -1.86 -1.82
H: -4.35 -2.92 0.08
H: -2.65 -2.79 0.52
H: -3.72 -5.02 -0.59
H: -2.04 -4.59 -0.84
H: -3.47 -5.18 -2.94
H: -2.45 -3.75 -3.05
H: -5.38 -3.73 -2.21
H: -4.84 -3.35 -3.84
H: -5.25 -1.44 -1.98
H: -4.03 -1.27 -3.24
C: 2.11 -6.96 -0.45
C: 1.85 -5.61 0.20
C: 2.19 -4.43 -0.72
C: 2.14 -3.08 -0.01
Ge: 0.29 -2.65 0.59
C: -0.47 -3.30 2.32
C: 0.14 -2.82 3.62
C: 1.66 -2.94 3.66
C: 2.24 -2.71 5.05
H: 1.82 -7.77 0.22
H: 3.17 -7.08 -0.67
H: 1.55 -7.06 -1.38
H: 2.45 -5.52 1.12
H: 0.80 -5.54 0.50
H: 1.51 -4.45 -1.58
H: 3.20 -4.56 -1.11
H: 2.48 -2.28 -0.66
H: 2.78 -3.08 0.88
H: -0.65 -3.20 -0.55
H: -0.28 -4.37 2.18
H: -1.55 -3.14 2.29
H: -0.29 -3.41 4.43
H: -0.15 -1.78 3.81
H: 2.10 -2.22 2.96
H: 1.94 -3.94 3.31
H: 1.93 -1.74 5.45
H: 3.33 -2.74 5.03
H: 1.91 -3.48 5.74